(1)
The following is a quantum chemistry calculation of a gas-phase ion, C3H8N (charge +1) at a distorted geometry, from the Open Molecules 2025 dataset.

Cartesian coordinates (Å):
C  0.423  -1.589  0.382
C  -0.572  -0.443  0.246
C  -0.246  1.994  -0.605
N  0.217  0.861  -0.141
H  -0.213  -2.516  0.596
H  1.045  -1.511  1.408
H  1.237  -1.880  -0.365
H  -1.079  -0.173  1.135
H  -1.183  -0.591  -0.589
H  0.260  2.617  -1.474
H  -0.955  2.523  0.026
H  1.067  0.706  -0.619

**Total charge**: +1
**HOMO energy**: -0.612 hartree
**Gap between HOMO and LUMO**: 10.62 eV
**Lowest unoccupied orbital energy**: -6.0 eV
**Structure (SMILES)**: C=[NH+]CC

(2)
The following is a quantum chemistry calculation of C23H24N4O3S in the gas phase at a distorted geometry, from the Open Molecules 2025 dataset.

Cartesian coordinates (Å):
C  4.927  0.039  1.608
H  5.591  -0.595  2.189
H  4.395  0.700  2.288
H  5.519  0.641  0.923
C  3.938  -0.822  0.829
N  3.221  -1.674  1.724
C  1.973  -1.645  1.828
N  1.275  -2.448  2.680
C  -0.098  -2.336  2.692
O  -0.818  -3.000  3.408
C  -0.546  -1.328  1.731
C  -1.856  -1.060  1.544
C  -2.455  -0.124  0.659
C  -1.851  0.799  -0.173
N  -2.783  1.514  -0.851
C  -4.033  1.062  -0.503
C  -5.292  1.461  -0.932
C  -6.386  0.825  -0.385
C  -6.238  -0.184  0.568
C  -4.992  -0.587  0.996
C  -3.871  0.038  0.458
H  -4.886  -1.371  1.730
H  -7.121  -0.657  0.972
H  -7.378  1.111  -0.700
H  -5.421  2.235  -1.674
C  -2.462  2.514  -1.830
H  -1.855  3.304  -1.375
H  -3.391  2.948  -2.206
C  -1.725  1.853  -3.008
O  -2.218  0.953  -3.647
N  -0.496  2.354  -3.247
H  -0.119  3.093  -2.674
C  0.374  1.806  -4.272
C  1.729  1.503  -3.726
C  2.150  0.682  -2.721
C  3.556  0.836  -2.650
C  3.883  1.739  -3.612
O  2.785  2.154  -4.264
H  4.823  2.151  -3.921
H  4.225  0.338  -1.979
H  1.539  0.047  -2.112
H  -0.122  0.902  -4.638
H  0.481  2.516  -5.099
H  -0.806  1.000  -0.312
H  -2.530  -1.651  2.152
S  0.819  -0.601  0.909
C  1.963  -3.370  3.561
C  2.609  -2.643  4.732
H  3.343  -1.931  4.365
H  3.106  -3.360  5.380
H  1.855  -2.113  5.310
H  1.206  -4.075  3.914
H  2.723  -3.893  2.975
H  4.486  -1.469  0.135
H  3.251  -0.183  0.252

**HOMO energy**: -0.282 hartree
**Gap between HOMO and LUMO**: 7.71 eV
**Lowest unoccupied orbital energy**: 0.0 eV
**Structure (SMILES)**: CC/N=C1\S/C(=C\c2cn(CC(=O)NCc3ccco3)c3ccccc23)C(=O)N1CC

(3)
The following is a quantum chemistry calculation of 3 unconnected molecules or ions with the total composition C2H8O3 at a distorted geometry, from the Open Molecules 2025 dataset.

Cartesian coordinates (Å):
O  -0.063  -0.945  1.335
C  -1.020  -0.225  1.287
C  -1.738  0.230  0.054
H  -1.539  0.183  2.182
H  -2.588  -0.450  -0.077
H  -2.229  1.187  0.254
H  -1.168  0.270  -0.871
H  2.495  -0.024  0.723
H  1.430  0.915  0.251
O  2.382  0.819  0.232
H  1.855  -0.056  -1.603
H  1.166  -1.407  -1.971
O  1.016  -0.497  -1.796

**HOMO energy**: -0.370 hartree
**Gap between HOMO and LUMO**: 10.92 eV
**Lowest unoccupied orbital energy**: 0.8 eV
**Structure (SMILES)**: CC=O.O.O

(4)
The following is a quantum chemistry calculation of a molecular structure, C25H25FeN10O6S2, from the Open Molecules 2025 dataset.

Cartesian coordinates (Å):
Fe  1.181  -0.627  0.110
C  6.586  -1.246  1.964
C  6.144  -1.453  0.521
N  5.386  -0.339  -0.015
C  4.057  -0.144  0.129
S  3.131  -1.300  1.042
N  3.561  0.921  -0.436
N  2.206  1.111  -0.207
C  1.768  2.277  -0.527
C  2.620  3.320  -1.185
C  0.359  2.671  -0.248
C  -0.378  3.356  -1.212
C  -1.678  3.722  -0.920
C  -2.198  3.414  0.329
C  -1.376  2.764  1.234
N  -0.125  2.407  0.962
H  7.158  -2.107  2.314
H  7.213  -0.358  2.055
H  5.719  -1.124  2.613
H  7.012  -1.592  -0.125
H  5.535  -2.353  0.436
H  5.871  0.401  -0.495
H  3.671  3.142  -0.996
H  2.458  3.273  -2.266
H  2.329  4.314  -0.847
H  0.045  3.551  -2.187
H  -2.281  4.233  -1.660
H  -3.211  3.679  0.600
H  -1.735  2.519  2.229
C  -1.389  -3.676  1.503
C  -0.471  -2.518  1.310
N  0.284  -2.345  0.282
N  0.285  -3.264  -0.712
C  1.009  -2.883  -1.746
N  1.100  -3.770  -2.761
S  1.835  -1.380  -1.925
C  -0.340  -1.458  2.315
C  -0.972  -1.492  3.551
C  -0.692  -0.492  4.467
C  0.220  0.497  4.136
C  0.797  0.476  2.878
N  0.499  -0.461  1.985
H  -1.359  -4.318  0.630
H  -1.098  -4.257  2.381
H  -2.413  -3.326  1.655
H  0.521  -4.591  -2.728
H  1.484  -3.474  -3.639
H  -1.656  -2.294  3.787
H  -1.168  -0.497  5.439
H  0.486  1.277  4.834
H  1.507  1.223  2.560
O  -0.313  0.757  -2.615
C  -0.967  0.341  -1.676
O  -0.559  -0.076  -0.528
C  -2.480  0.282  -1.781
C  -3.121  0.895  -2.847
C  -4.502  0.856  -2.907
C  -5.277  0.216  -1.959
C  -4.601  -0.392  -0.919
C  -3.225  -0.367  -0.807
N  -5.384  -1.087  0.122
O  -6.592  -1.060  0.029
O  -4.769  -1.622  1.023
N  -5.188  1.532  -4.028
O  -4.499  2.142  -4.817
O  -6.395  1.424  -4.092
H  -2.540  1.394  -3.610
H  -6.353  0.195  -2.028
H  -2.729  -0.838  0.027

**Multiplicity**: 2
**HOMO energy (alpha / beta)**: -0.289 / -0.287 hartree
**Gap between HOMO and LUMO (alpha / beta)**: 7.13 / 7.07 eV
**Lowest unoccupied orbital energy (alpha / beta)**: -0.7 / -0.7 eV

(5)
The following is a quantum chemistry calculation of a gas-phase ion, C3H10ClN3 (charge +2) at a distorted geometry, from the Open Molecules 2025 dataset.

Cartesian coordinates (Å):
C  1.285  -0.964  0.188
C  -0.060  -0.125  0.381
C  -0.250  0.790  -0.728
N  -0.048  2.062  -0.308
N  1.547  -1.992  1.205
N  -1.895  0.775  -1.021
Cl  -1.159  -0.447  1.698
H  1.874  -1.129  -0.662
H  0.189  0.567  -1.737
H  0.442  2.857  -0.748
H  -0.043  2.144  0.688
H  1.095  -1.641  2.093
H  2.565  -2.251  1.316
H  0.998  -2.879  0.808
H  -1.975  1.335  -1.828
H  -2.293  -0.177  -1.235
H  -2.271  1.075  -0.109

**Total charge**: +2
**HOMO energy (alpha / beta)**: -0.656 / -0.656 hartree
**Gap between HOMO and LUMO (alpha / beta)**: 8.93 / 8.93 eV
**Lowest unoccupied orbital energy (alpha / beta)**: -8.9 / -8.9 eV
**Structure (SMILES)**: N[C@H]([NH3+])/C(Cl)=C/[NH3+]

(6)
The following is a quantum chemistry calculation of a molecular structure, C50H45BrCuN5PSb at a distorted geometry, from the Open Molecules 2025 dataset.

Cartesian coordinates (Å):
Cu  -1.779  0.172  0.230
Br  -0.010  2.061  0.026
C  -1.375  3.347  -0.347
C  -0.971  4.595  -0.712
C  -1.939  5.588  -0.947
C  -3.264  5.286  -0.827
C  -3.690  3.980  -0.489
C  -5.062  3.656  -0.427
C  -5.465  2.403  -0.073
C  -4.507  1.408  0.208
C  -3.161  1.651  0.126
C  -2.726  2.961  -0.224
H  0.082  4.820  -0.814
H  -1.621  6.587  -1.213
H  -4.019  6.046  -0.986
H  -5.785  4.424  -0.675
H  -6.517  2.157  -0.015
H  -4.882  0.430  0.474
N  1.203  -3.596  -1.717
N  0.758  -2.814  -0.705
N  0.812  -3.184  0.548
C  0.201  -2.177  1.150
N  -0.183  -1.244  0.269
N  0.172  -1.677  -0.924
H  1.851  -4.297  -1.393
H  1.510  -3.055  -2.512
H  0.076  -2.105  2.217
C  -5.539  -1.450  3.928
C  -6.184  -1.956  2.809
C  -5.522  -2.035  1.593
C  -4.208  -1.587  1.492
C  -3.561  -1.095  2.626
C  -4.220  -1.031  3.843
P  -3.190  -1.637  -0.015
C  -4.155  -1.363  -1.534
C  -5.289  -2.103  -1.861
C  -5.957  -1.858  -3.050
C  -5.477  -0.906  -3.937
C  -4.325  -0.195  -3.639
C  -3.668  -0.420  -2.440
C  -2.786  -3.406  -0.137
C  -2.715  -4.217  0.996
C  -2.353  -5.548  0.865
C  -2.055  -6.073  -0.384
C  -2.115  -5.267  -1.513
C  -2.465  -3.933  -1.389
H  -6.067  -1.380  4.870
H  -7.211  -2.290  2.880
H  -6.033  -2.436  0.730
H  -2.532  -0.755  2.546
H  -3.714  -0.647  4.719
H  -5.638  -2.888  -1.203
H  -6.849  -2.422  -3.289
H  -5.991  -0.733  -4.874
H  -3.937  0.534  -4.339
H  -2.769  0.136  -2.206
H  -2.969  -3.817  1.970
H  -2.313  -6.184  1.739
H  -1.787  -7.117  -0.482
H  -1.898  -5.679  -2.490
H  -2.517  -3.296  -2.263
C  5.513  -1.672  1.917
C  6.206  -1.073  0.721
C  7.570  -1.279  0.539
C  8.251  -0.700  -0.522
C  7.569  0.094  -1.429
C  6.205  0.296  -1.272
C  5.525  -0.266  -0.198
Sb  3.392  -0.046  -0.006
C  3.013  1.343  -1.628
C  2.259  0.765  -2.647
C  1.860  1.498  -3.754
C  2.224  2.832  -3.847
C  2.971  3.413  -2.835
C  3.374  2.690  -1.714
C  4.173  3.369  -0.638
C  3.208  1.022  1.892
C  1.979  0.746  2.497
C  1.662  1.197  3.766
C  2.604  1.924  4.477
C  3.828  2.194  3.897
C  4.158  1.764  2.608
C  5.521  2.143  2.094
H  6.161  -2.385  2.424
H  4.591  -2.186  1.633
H  5.245  -0.893  2.634
H  8.107  -1.903  1.243
H  9.313  -0.876  -0.638
H  8.095  0.553  -2.256
H  5.668  0.903  -1.993
H  1.963  -0.275  -2.568
H  1.263  1.036  -4.530
H  1.923  3.419  -4.705
H  3.242  4.460  -2.912
H  4.103  4.452  -0.727
H  5.228  3.094  -0.708
H  3.809  3.074  0.346
H  1.247  0.157  1.959
H  0.696  0.972  4.201
H  2.386  2.271  5.479
H  4.568  2.754  4.457
H  5.577  3.221  1.928
H  5.767  1.643  1.166
H  6.283  1.892  2.835

**Total charge**: +1
**Multiplicity**: 2
**HOMO energy (alpha / beta)**: -0.377 / -0.378 hartree
**Gap between HOMO and LUMO (alpha / beta)**: 8.32 / 6.42 eV
**Lowest unoccupied orbital energy (alpha / beta)**: -2.0 / -3.9 eV

| no. | energy (Ha) |
| --- | --- |
| 1 | -173.52316 |
| 2 | -1733.80652 |
| 3 | -306.69995 |
| 4 | -4026.67567 |
| 5 | -744.02837 |
| 6 | -7001.91032 |